1.
Molecular formula: C17H30NO2P2Zr
Method: DFT, wB97M-V/def2-TZVPD

```
53
Properties=species:S:1:pos:R:3:forces:R:3
C -0.8025 0.9010 -4.2264 0.1 0.2 0.2
C -0.8465 0.4054 -2.9240 0.3 0.0 -0.3
N -0.0015 0.8841 -1.9791 -0.3 0.3 0.0
C 0.8146 1.9282 -2.2472 0.2 0.2 -0.5
C 0.8503 2.4896 -3.5213 -0.1 -0.2 0.1
C 0.0467 1.9615 -4.5300 -0.1 -0.2 0.4
C -1.7790 -0.7450 -2.6132 -0.1 -0.4 0.1
P -2.2440 -0.9108 -0.8289 -1.0 -0.1 -1.0
Zr 0.0247 -0.1182 0.1354 -0.9 -2.4 3.1
P 2.1311 1.3677 0.2194 0.7 0.8 -0.3
C 1.7207 2.5203 -1.1705 0.2 0.1 0.1
O -0.5926 -3.3403 -3.0185 0.8 -0.5 0.6
O 0.4542 -3.8729 -0.4973 0.4 0.9 0.0
H -1.4305 0.4326 -4.9763 0.0 0.2 0.0
H 1.5211 3.3223 -3.7044 -0.1 -0.1 -0.1
H 0.0759 2.3729 -5.5335 0.0 -0.1 0.1
C -3.7066 0.1323 -0.6332 -0.2 0.2 0.3
C -2.8125 -2.6004 -0.4899 0.1 -0.3 0.0
H 2.6733 2.8252 -1.6300 -0.4 0.1 0.0
H 1.2640 3.4186 -0.7239 0.0 -0.3 -0.2
H -1.2845 -1.7224 -2.8846 -0.4 0.8 0.1
H -2.7027 -0.6471 -3.2058 0.3 -0.1 0.1
C 2.4763 2.3256 1.7237 -0.1 0.2 0.2
C 3.7283 0.6543 -0.2744 0.1 -0.2 0.0
H 0.8819 -2.9671 -0.4452 -0.3 -0.9 0.0
H 0.2497 -4.0866 0.4185 -0.1 -0.2 0.0
H -0.2001 -3.5871 -2.1345 -0.4 -0.1 -0.9
H 0.1144 -3.4756 -3.6671 -0.2 -0.1 0.2
H -0.7849 1.3840 0.6135 -0.3 2.0 0.4
H 1.1005 -1.4776 -0.3911 1.6 -0.8 -0.8
H -4.5640 -0.2471 -1.2059 0.3 0.0 0.1
H -3.9502 0.1630 0.4370 -0.1 0.0 -0.3
H -3.4632 1.1507 -0.9548 -0.1 -0.2 0.1
H -3.6758 -2.8789 -1.1062 0.2 0.1 0.1
H -1.9992 -3.3224 -0.6378 -0.2 0.2 -0.1
H -3.0951 -2.6401 0.5706 0.0 0.1 -0.2
H 4.5246 1.4092 -0.3269 -0.2 -0.2 0.0
H 3.9967 -0.1225 0.4539 0.0 0.2 -0.2
H 3.6120 0.1651 -1.2483 0.0 0.1 0.2
H 3.3609 2.9675 1.6217 -0.2 -0.2 0.0
H 1.6024 2.9323 1.9930 0.2 -0.2 -0.1
H 2.6373 1.6094 2.5426 0.0 0.2 -0.3
C -0.1020 -1.8595 4.9631 0.0 0.1 -0.4
C 0.7201 -2.4819 4.0153 0.1 -0.1 -0.1
C 0.7661 -1.9935 2.7018 0.0 -0.5 1.2
C -0.0392 -0.9166 2.3698 0.0 1.3 -3.3
C -0.8731 -0.2875 3.2818 -0.1 -0.4 1.2
C -0.8924 -0.7589 4.6002 -0.1 0.0 0.0
H -0.1229 -2.2290 5.9871 0.0 0.1 -0.2
H 1.3325 -3.3437 4.2914 -0.2 0.3 0.0
H 1.4420 -2.4502 1.9710 -0.2 0.1 0.3
H -1.4968 0.5621 2.9896 0.2 -0.3 0.1
H -1.5235 -0.2664 5.3421 0.2 -0.2 -0.1
```
Positions in Å, forces in eV/Å.

Calculated values
- LUMO energy (eV) = -3.740
- spin multiplicity = 1
- highest occupied orbital energy (eV) = -11.3
- largest force on an atom (hartree/bohr) = 0.077
- total charge = +1



2.
Molecular formula: C6H14O3V
Method: DFT, wB97M-V/def2-TZVPD

```
24
Properties=species:S:1:pos:R:3:forces:R:3
H -2.4076 -2.2361 -1.7167 -0.5 0.0 -0.1
C -2.6379 -1.6065 -2.5843 -0.1 2.8 2.7
H -3.5327 -0.9986 -2.4203 -0.3 -0.7 0.3
H -2.8256 -2.2361 -3.4605 0.9 0.6 -0.3
H -1.7894 -0.6528 -2.4110 -3.6 -2.9 -0.4
C 0.1388 0.6084 -7.8766 0.2 0.5 -1.3
O -0.0223 0.1157 -6.5477 -0.1 0.0 0.9
C 0.1797 -1.2942 -6.3750 0.8 0.5 -0.8
C -0.2797 -1.6666 -4.9809 -0.9 -4.6 1.2
O 0.5391 -2.7184 -4.5663 -0.3 2.1 -0.9
C 0.3340 -2.9932 -3.1987 -0.3 -0.5 1.2
C 0.3151 -1.6237 -2.5367 0.0 -0.4 0.2
O -0.6137 -0.8939 -3.4140 4.8 2.0 -4.2
H 0.0325 1.6963 -7.8325 0.0 -0.2 -0.1
H 1.1358 0.3424 -8.2509 -0.3 0.1 0.1
H -0.6444 0.1666 -8.5057 0.2 0.2 0.1
H 1.2290 -1.5560 -6.5674 -0.2 0.1 0.2
H -0.4578 -1.7948 -7.1164 0.1 -0.2 0.4
H -1.3272 -1.9959 -5.0946 0.2 0.4 0.6
H 1.1791 -3.5808 -2.8242 -0.3 -0.1 -0.3
H -0.6273 -3.5145 -3.0681 0.4 0.1 0.1
H 1.3250 -1.2296 -2.3938 -0.1 0.5 -0.7
H -0.1091 -1.5879 -1.5292 -0.3 -0.3 -0.3
V -0.0550 0.8171 -4.7327 -0.3 -0.1 1.5
```
Positions in Å, forces in eV/Å.

Calculated values
- LUMO energy (spin up / spin down) (eV) = -10.335 / -9.895
- spin multiplicity = 4
- highest occupied orbital energy (spin up / spin down) (eV) = -16.8 / -16.8
- largest force on an atom (hartree/bohr) = 0.130
- energy above the lowest of the compared OMol25 structures with the same formula, charge and spin (eV) = 0.000
- expectation value of S² = 3.76
- total charge = +2



3.
Molecular formula: C6H8N6
Method: DFT, wB97M-V/def2-TZVPD

```
20
Properties=species:S:1:pos:R:3:forces:R:3
C 2.8476 -0.2729 -1.0488 1.2 -6.2 -4.6
C -1.3038 1.0854 -1.7671 2.2 -2.3 0.4
C -1.4002 1.9095 -0.6372 -1.5 -0.6 -1.7
C -0.5012 -0.0311 -1.3617 -1.1 1.2 0.3
C 2.6400 0.5988 -0.1126 -1.2 2.5 3.9
C 0.5689 -0.5883 0.8652 0.8 2.8 0.6
N 2.9042 -1.3082 -1.6551 -0.2 2.9 1.1
N -0.8627 1.3465 0.3926 1.7 0.2 2.4
N 3.1433 1.6240 0.4225 -1.0 -0.7 -0.4
N -0.2291 0.1927 -0.0133 -1.3 -0.9 -1.9
N -0.2238 -1.2486 -1.9828 -4.9 2.0 0.0
N 0.7040 0.0604 2.0583 -0.2 -1.3 -1.0
H -1.6243 1.2647 -2.7616 -0.3 0.1 -0.6
H -2.0826 2.7747 -0.6660 0.9 -0.3 0.8
H 0.6611 -1.6941 0.8225 -0.1 1.0 -0.6
H 2.5238 1.8785 1.2096 0.3 0.2 0.3
H 0.6585 -1.5505 -2.0593 4.2 -1.2 -0.3
H -0.7938 -1.3400 -2.8269 0.6 -0.1 0.4
H 0.6396 -0.4681 2.9322 0.2 0.9 -0.6
H 0.4890 1.0446 1.8785 -0.4 -0.2 1.3
```
Positions in Å, forces in eV/Å.

Calculated values
- LUMO energy (spin up / spin down) (eV) = -0.616 / -0.623
- spin multiplicity = 1
- highest occupied orbital energy (spin up / spin down) (eV) = -7.0 / -6.9
- largest force on an atom (hartree/bohr) = 0.152
- energy above the lowest of the compared OMol25 structures with the same formula, charge and spin (eV) = 4.825